[1]
A structure of composition C2H6N6. Source: OMol25; level of theory: ωB97M-V with the def2-TZVPD basis set.

Output
- Max |F|: 4.84 eV Å⁻¹
- HOMO: -8.0 eV
- LUMO: 0.01106 Ha
- Kohn-Sham gap: 8.3 eV
- DFT total energy: -408.1961 hartree

XYZ file:
```
14
Properties=species:S:1:pos:R:3:nbo_charge:R:1
C 0.342 -1.412 1.660 -0.220
C 0.796 -0.742 0.510 0.256
N -0.998 -1.241 1.639 -0.238
N -1.349 -0.562 0.659 -0.134
N -0.301 -0.190 -0.018 -0.148
N 2.017 -0.577 -0.032 -0.812
N -1.573 1.788 -1.343 -0.597
N -0.364 1.049 -1.389 -0.210
H 0.954 -1.839 2.525 0.214
H 2.740 -0.878 0.638 0.390
H 2.170 0.291 -0.543 0.396
H -2.445 1.306 -1.349 0.382
H -1.490 2.609 -0.859 0.373
H -0.498 0.399 -2.097 0.348
```


[2]
The molecule C2H6N6. Source: OMol25; level of theory: ωB97M-V with the def2-TZVPD basis set.

Output
- Max |F|: 8.49 eV Å⁻¹
- HOMO: -7.8 eV
- LUMO: 0.02073 Ha
- Kohn-Sham gap: 8.3 eV
- DFT total energy: -408.1812 hartree

XYZ file:
```
14
Properties=species:S:1:pos:R:3:nbo_charge:R:1
C -1.438 -0.023 0.013 0.568
C 1.388 0.165 0.111 0.568
H -3.472 -0.750 -0.387 0.403
H -0.706 -1.881 0.253 0.376
H 1.328 -1.810 0.063 0.414
H 2.861 -0.822 -0.549 0.299
H 1.026 2.217 0.072 0.416
H -1.257 2.129 -0.039 0.420
N -2.688 0.017 -0.270 -0.787
N -0.509 -0.936 0.500 -0.470
N 0.795 -0.971 0.083 -0.446
N 2.732 0.126 -0.304 -0.811
N 0.626 1.299 0.403 -0.449
N -0.685 1.241 0.051 -0.501
```


Q: Among the records above, which one has the highest DFT total energy?
A: number 2